This record from the Open Molecules 2025 dataset describes a structure of composition C29H19F5FeO7PS2Se in a non-equilibrium geometry. The level of theory is ωB97M-V with the def2-TZVPD basis set.

Geometry as XYZ:
```
65
Properties=species:S:1:pos:R:3:mulliken_charge:R:1
Fe 9.77 8.00 13.83 1.391
C 10.34 5.53 14.12 -1.062
C 10.51 5.92 15.47 -0.757
C 11.90 5.96 15.74 -0.077
C 12.59 5.58 14.57 -0.503
C 11.64 5.31 13.57 -0.469
H 9.41 5.31 13.61 0.787
H 9.72 6.10 16.18 0.652
H 12.37 6.19 16.69 0.616
H 13.67 5.51 14.47 0.425
H 11.87 5.00 12.57 0.435
O 8.88 11.72 13.66 -0.772
S 9.92 10.81 14.03 0.833
O 10.56 10.02 12.92 -0.302
O 9.67 9.90 15.20 -0.524
C 11.25 11.77 14.69 0.047
C 11.24 13.20 14.62 -0.659
C 12.28 13.90 15.21 -0.605
C 13.31 13.23 15.85 -0.843
C 13.30 11.84 15.93 -0.005
C 12.26 11.09 15.35 -0.196
P 12.17 9.25 15.42 1.831
C 13.97 8.96 15.37 0.124
C 14.63 8.01 16.17 -0.364
C 16.00 7.74 15.98 -0.680
C 16.72 8.39 14.99 -0.666
C 16.07 9.33 14.18 -0.759
C 14.71 9.61 14.37 -0.647
C 11.81 9.11 17.21 0.696
C 12.77 9.41 18.18 -0.210
C 12.46 9.27 19.54 -0.803
C 11.20 8.85 19.94 -0.662
C 10.24 8.55 18.97 -0.801
C 10.54 8.67 17.61 -0.629
H 10.41 13.68 14.12 0.549
H 12.28 14.98 15.15 0.360
H 14.12 13.78 16.30 0.389
H 14.10 11.32 16.43 0.158
H 14.10 7.47 16.95 0.252
H 16.47 7.00 16.62 0.372
H 17.77 8.18 14.83 0.373
H 16.60 9.85 13.40 0.397
H 14.21 10.33 13.74 0.611
H 13.76 9.75 17.90 0.188
H 13.24 9.50 20.27 0.391
H 10.95 8.77 21.00 0.343
H 9.25 8.21 19.26 0.476
H 9.77 8.43 16.88 0.471
O 7.51 6.57 13.00 -0.666
S 7.29 7.85 13.74 1.180
O 8.03 7.70 15.08 -0.654
O 8.09 8.91 12.97 -0.656
O 5.91 8.21 13.90 -0.740
F 9.56 8.19 7.00 -0.334
C 10.20 8.26 8.18 0.575
C 11.42 8.91 8.27 0.145
F 11.95 9.50 7.18 -0.334
C 12.11 8.94 9.50 0.074
F 13.30 9.57 9.55 -0.342
C 11.61 8.28 10.63 0.544
Se 12.61 8.12 12.19 -0.075
C 10.37 7.68 10.50 -0.172
F 9.86 7.02 11.59 -0.118
C 9.65 7.66 9.32 -0.286
F 8.46 7.03 9.22 -0.316
```

Calculated values
HOMO (alpha / beta) (eV): -2.015 / -1.895
E (Ha): -6945.40803
Gap between HOMO and LUMO (alpha / beta) (eV): 6.25 / 4.87
LUMO energy (alpha / beta) (eV): 4.24 / 2.97
<S²>: 8.77
Total charge: -2
Multiplicity: 6
Molar mass (g mol⁻¹): 804.37

---

This record from the Open Molecules 2025 dataset describes a cluster of 3 separate species, C14H22FNO8 in total. The level of theory is ωB97M-V with the def2-TZVPD basis set.

Geometry as XYZ:
```
46
Properties=species:S:1:pos:R:3:mulliken_charge:R:1
O -3.39 2.56 -3.04 -0.403
C -2.61 2.49 -3.92 0.533
F -1.42 3.12 -3.86 -0.242
N -2.70 1.77 -5.13 -0.158
C -2.40 0.41 -5.26 0.033
O -2.87 -0.20 -6.18 -0.586
C -1.42 -0.24 -4.30 0.576
C 0.03 0.30 -4.23 -0.746
C 0.12 0.80 -2.79 -0.288
O -0.76 -0.08 -2.05 -0.444
C -1.82 -0.37 -2.82 0.191
O -2.87 -0.74 -2.39 -0.574
H -3.58 1.96 -5.60 0.336
H -1.41 -1.27 -4.66 0.429
H 0.69 -0.55 -4.37 0.326
H 0.25 1.07 -4.97 0.363
H 1.13 0.75 -2.38 0.457
H -0.27 1.82 -2.70 0.214
O 2.21 -0.85 -1.39 -0.608
C 2.10 -1.68 -0.52 0.810
O 2.02 -1.26 0.75 -0.336
C 1.73 -2.15 1.84 -0.054
C 2.98 -2.81 2.38 -1.030
C 2.10 -3.15 -0.84 -1.057
H 0.97 -2.88 1.56 0.311
H 1.30 -1.51 2.60 0.011
H 3.45 -3.46 1.64 0.337
H 2.73 -3.41 3.26 0.363
H 3.71 -2.05 2.68 0.276
H 3.13 -3.49 -0.89 0.285
H 1.65 -3.28 -1.83 0.286
H 1.56 -3.77 -0.13 0.370
O 1.46 -0.21 5.12 -0.571
C 0.68 0.67 4.91 0.849
O -0.61 0.35 4.69 -0.365
C -1.64 1.32 4.52 -0.402
C -1.74 1.80 3.09 -0.940
C 1.12 2.11 4.79 -1.036
H -1.51 2.15 5.22 0.347
H -2.55 0.80 4.81 0.319
H -0.84 2.32 2.77 0.259
H -2.58 2.49 2.98 0.376
H -1.90 0.95 2.42 0.283
H 1.45 2.28 3.76 0.240
H 1.97 2.26 5.45 0.337
H 0.36 2.85 5.03 0.322
```

Calculated values
HOMO (eV): -10.377
SMILES string: O=C(F)NC(=O)[C@H]1CCOC1=O.CCOC(C)=O.CCOC(C)=O
E (Ha): -1303.23719
Gap between HOMO and LUMO (eV): 10.98
LUMO energy (eV): 0.60
Multiplicity: 1
Molar mass (g mol⁻¹): 351.33

---

This record from the Open Molecules 2025 dataset describes a structure of composition C25H56BrInN5O5 in a non-equilibrium geometry. The level of theory is ωB97M-V with the def2-TZVPD basis set.

Geometry as XYZ:
```
93
Properties=species:S:1:pos:R:3:mulliken_charge:R:1
C 3.30 -0.48 -1.70 -0.569
C 3.45 -1.50 -3.00 0.524
C 3.70 -0.86 -4.51 -0.968
C 3.34 -2.96 -2.70 -0.740
C 2.02 -3.89 -3.02 -0.188
C 1.07 -3.36 -4.24 -0.412
C -0.52 -3.42 -3.82 0.260
C -1.41 -3.20 -5.18 -1.167
C -0.94 -2.47 -2.55 0.361
C -1.87 -1.18 -2.92 -0.907
In -4.07 -1.67 -3.24 0.549
Br -5.69 0.12 -2.20 -0.584
H 4.38 -0.02 -1.47 0.355
H 2.53 0.35 -2.04 -0.079
H 2.93 -1.05 -0.74 0.259
H 2.72 -0.25 -4.81 0.220
H 3.96 -1.70 -5.29 0.284
H 4.65 -0.14 -4.41 0.339
H 4.24 -3.49 -2.16 0.221
H 2.41 -4.98 -3.31 0.334
H 1.33 -4.06 -2.06 0.077
H 1.28 -2.26 -4.59 0.022
H 1.25 -4.09 -5.16 0.227
H -0.72 -4.54 -3.48 0.172
H -0.84 -3.78 -6.05 0.393
H -1.52 -2.09 -5.54 0.172
H -2.46 -3.72 -5.07 0.214
H 0.08 -2.07 -2.08 -0.028
H -1.41 -3.16 -1.69 0.000
H -1.41 -0.57 -3.84 0.238
H -1.83 -0.44 -1.99 0.104
H -4.51 -3.36 -2.69 -0.318
H -4.33 -1.63 -5.04 -0.329
C -0.30 2.12 -1.21 -0.710
C 0.89 2.83 -1.80 0.701
O 1.60 2.32 -2.67 -0.717
N 1.17 4.09 -1.35 -0.114
C 0.47 4.86 -0.35 -0.752
H -0.39 1.13 -1.68 -0.256
H -0.16 1.98 -0.14 0.364
H -1.21 2.68 -1.41 0.463
H 1.98 4.50 -1.79 0.206
H 0.13 5.79 -0.81 0.254
H 1.17 5.09 0.45 0.171
H -0.39 4.32 0.07 0.365
C -6.39 0.43 1.11 -1.135
C -6.36 0.33 2.61 0.627
O -5.31 0.14 3.23 -0.689
N -7.54 0.45 3.29 -0.157
C -8.86 0.68 2.75 -0.800
H -5.38 0.31 0.72 0.264
H -7.02 -0.37 0.69 0.416
H -6.76 1.41 0.81 0.381
H -7.43 0.37 4.29 0.231
H -9.24 1.61 3.18 0.266
H -9.50 -0.15 3.06 0.267
H -8.86 0.75 1.66 0.321
C -0.79 -2.84 2.69 -1.138
C -0.77 -3.96 1.69 0.753
O 0.06 -4.03 0.79 -0.676
N -1.72 -4.94 1.80 -0.153
C -2.78 -5.04 2.78 -0.858
H 0.03 -2.15 2.47 0.160
H -1.73 -2.29 2.62 0.391
H -0.64 -3.23 3.70 0.359
H -1.65 -5.66 1.09 0.242
H -2.65 -5.99 3.31 0.278
H -3.73 -5.06 2.25 0.284
H -2.77 -4.22 3.49 0.330
C 4.09 7.06 -0.18 -1.305
C 3.65 6.66 1.20 0.791
O 2.50 6.84 1.59 -0.657
N 4.57 6.09 2.03 -0.167
C 5.96 5.79 1.76 -0.803
H 3.25 7.50 -0.72 0.273
H 4.89 7.80 -0.12 0.429
H 4.43 6.18 -0.74 0.358
H 4.19 5.85 2.94 0.235
H 6.10 4.72 1.88 0.272
H 6.56 6.32 2.49 0.277
H 6.26 6.09 0.75 0.315
C 3.83 -0.33 3.77 -1.310
C 2.35 -0.08 3.65 0.825
O 1.81 0.15 2.57 -0.627
N 1.60 -0.13 4.79 -0.135
C 2.04 -0.38 6.14 -0.871
H 4.29 -0.26 2.78 0.279
H 4.29 0.43 4.41 0.371
H 4.01 -1.33 4.16 0.342
H 0.62 0.05 4.63 0.231
H 1.50 -1.26 6.51 0.278
H 1.78 0.48 6.75 0.292
H 3.12 -0.56 6.20 0.329
```

Calculated values
HOMO (eV): -4.219
E (Ha): -4400.11165
Gap between HOMO and LUMO (eV): 5.99
LUMO energy (eV): 1.77
Total charge: -1
Multiplicity: 1
Molar mass (g mol⁻¹): 701.48

---

This record from the Open Molecules 2025 dataset describes an isolated molecule of C5H10O2 in a non-equilibrium geometry. The level of theory is ωB97M-V with the def2-TZVPD basis set.

Geometry as XYZ:
```
17
Properties=species:S:1:pos:R:3:mulliken_charge:R:1
C 2.14 0.40 -0.85 -0.619
O 1.31 0.70 0.29 -0.441
C 0.33 -0.46 0.70 -0.168
C -0.92 -0.53 1.59 -0.574
C -1.04 -0.84 0.12 -0.064
C -1.56 0.35 -0.67 -0.549
O -0.89 1.48 -0.17 -0.689
H 1.54 0.20 -1.75 0.265
H 2.77 -0.47 -0.63 0.301
H 2.82 1.23 -1.10 0.237
H 1.04 -1.23 0.88 0.402
H -0.91 -1.37 2.30 0.260
H -1.48 0.33 1.95 0.233
H -1.26 -1.86 -0.21 0.356
H -1.38 0.17 -1.74 0.271
H -2.65 0.51 -0.56 0.328
H 0.14 1.40 -0.16 0.450
```

Calculated values
HOMO (eV): -9.505
SMILES string: CO[C@H]1C[C@H]1CO
E (Ha): -346.87818
Gap between HOMO and LUMO (eV): 10.45
LUMO energy (eV): 0.95
Multiplicity: 1
Molar mass (g mol⁻¹): 102.13

---

> Among the records above, which one has the lowest molar mass?

C5H10O2